No. 1
The following is a quantum chemistry calculation of one molecule with the formula C16H16O4S, from the Open Molecules 2025 dataset.

Structure (XYZ):
```
37
Properties=species:S:1:pos:R:3
C -2.43 -3.01 -2.51
O -1.42 -2.34 -1.80
C -0.12 -2.63 -2.09
C 0.31 -3.51 -3.07
C 1.66 -3.71 -3.28
C 2.61 -3.04 -2.53
C 2.19 -2.16 -1.54
C 0.84 -1.96 -1.32
O 0.39 -1.13 -0.30
C 0.80 0.16 -0.28
O 1.50 0.65 -1.13
C 0.32 0.83 0.94
C 0.48 0.12 2.14
C 0.25 0.70 3.36
C -0.16 2.03 3.43
S -0.40 2.70 5.04
C -0.81 4.44 4.73
C -0.38 2.73 2.26
C -0.16 2.15 1.01
O -0.51 2.96 -0.02
C -0.66 2.46 -1.33
H -2.38 -2.79 -3.58
H -2.37 -4.10 -2.36
H -3.37 -2.65 -2.11
H -0.40 -4.05 -3.67
H 1.98 -4.40 -4.05
H 3.66 -3.20 -2.70
H 2.91 -1.63 -0.94
H 0.83 -0.90 2.09
H 0.39 0.14 4.28
H -0.01 4.92 4.17
H -0.90 4.90 5.71
H -1.76 4.52 4.20
H -0.74 3.75 2.26
H 0.31 2.34 -1.83
H -1.25 3.21 -1.86
H -1.19 1.51 -1.34
```

Molecular weight, g/mol: 304.4
Orbital gap, eV: 8.9494
Lowest unoccupied orbital energy, eV: 0.8
SMILES: COc1ccccc1OC(=O)c1ccc(SC)cc1OC



No. 2
The following is a quantum chemistry calculation of C16H17AsBrIrNO4S as an isolated structure, from the Open Molecules 2025 dataset.

Structure (XYZ):
```
42
Properties=species:S:1:pos:R:3
Ir 0.38 -0.42 0.67
O -0.03 -2.66 -2.65
C 0.31 -1.93 -1.76
O -0.40 -1.69 -0.67
C 1.60 -1.15 -1.82
C 2.50 -1.26 -2.85
C 3.65 -0.47 -2.82
C 3.84 0.40 -1.76
C 2.90 0.45 -0.75
N 1.81 -0.32 -0.78
H 2.29 -1.95 -3.66
H 4.38 -0.53 -3.62
H 4.72 1.03 -1.70
H 2.99 1.11 0.11
C -2.63 -0.50 -2.57
As -2.56 0.46 -0.91
C -3.29 -0.61 0.50
C -3.67 2.01 -1.12
S -0.62 1.31 -0.40
H -3.68 -0.56 -2.87
H -2.21 -1.49 -2.43
H -2.06 0.05 -3.31
H -4.32 -0.85 0.25
H -3.25 -0.04 1.43
H -2.70 -1.52 0.59
H -4.67 1.70 -1.40
H -3.25 2.65 -1.90
H -3.70 2.56 -0.18
Br -2.51 -1.48 7.44
C -1.12 -0.57 6.55
C -0.20 0.17 7.28
C 0.83 0.84 6.63
C 0.93 0.77 5.25
C 0.00 0.03 4.53
C -1.03 -0.65 5.17
C 0.10 -0.04 3.07
O 1.03 0.52 2.41
O -0.75 -0.69 2.36
H -0.28 0.21 8.36
H 1.54 1.41 7.20
H 1.72 1.29 4.72
H -1.75 -1.22 4.60
```

Molecular weight, g/mol: 666.4
Orbital gap, eV: 7.3314
Lowest unoccupied orbital energy, eV: -4.3
Charge: +1



No. 3
The following is a quantum chemistry calculation of C16H17AsCdN10O7S4 as an isolated structure, from the Open Molecules 2025 dataset.

Structure (XYZ):
```
56
Properties=species:S:1:pos:R:3
Cd 0.06 1.04 -0.64
N -1.64 0.60 -2.32
N -2.13 1.50 -3.26
C -1.47 2.61 -3.65
N -2.25 3.44 -4.44
S 0.11 2.95 -3.31
H -1.45 -0.35 -2.71
H -2.32 0.49 -1.57
H -3.09 1.38 -3.55
H -3.21 3.53 -4.13
H -1.80 4.32 -4.59
O 1.17 -2.47 -3.87
As -0.03 -3.13 -2.72
O 0.93 -2.47 -1.11
O -1.30 -2.07 -2.75
C 2.23 -2.76 -1.14
C 2.65 -4.09 -0.98
C 3.98 -4.44 -1.06
C 4.95 -3.48 -1.30
C 4.56 -2.15 -1.43
C 3.23 -1.78 -1.35
S 2.87 -0.04 -1.37
O 2.65 0.30 0.03
O 3.99 0.61 -2.00
O 1.59 0.13 -2.11
H 1.25 -1.51 -3.73
H 1.88 -4.83 -0.81
H 4.27 -5.48 -0.95
H 6.00 -3.75 -1.37
H 5.29 -1.38 -1.61
S -2.16 2.11 0.47
C -1.35 2.73 1.89
C -2.04 2.80 3.10
C -1.47 3.31 4.26
C -2.26 3.37 5.46
N -2.89 3.43 6.42
C -0.15 3.76 4.22
C 0.56 3.69 3.03
C 0.00 3.20 1.84
S 0.96 3.22 0.40
C 0.49 4.29 5.39
N 1.01 4.72 6.33
H -3.07 2.45 3.13
H 1.59 4.02 3.01
O 0.41 -0.65 1.22
H 0.39 -1.39 0.58
H 1.33 -0.33 1.15
N -2.42 -3.94 2.37
N -2.65 -2.78 1.62
N -3.65 -1.97 1.85
C -3.43 -1.05 0.91
N -2.35 -1.32 0.17
N -1.86 -2.44 0.65
H -2.47 -3.64 3.34
H -1.45 -4.17 2.17
H -4.01 -0.15 0.81
```

Molecular weight, g/mol: 777.0
Orbital gap, eV: 6.4143
ΔE to the lowest compared entry with this formula, charge and spin, kcal/mol: 10.41
Lowest unoccupied orbital energy, eV: 4.2
Charge: -2



No. 4
The following is a quantum chemistry calculation of C16H17BN4O2STa as an isolated structure, from the Open Molecules 2025 dataset.

Structure (XYZ):
```
42
Properties=species:S:1:pos:R:3
Ta -0.47 0.53 -0.01
C 1.26 -4.86 -0.11
C 2.14 -3.88 -0.85
N 1.30 -3.08 -1.84
C 1.33 -1.83 -1.95
S -1.89 -0.76 -0.89
N 1.56 -0.67 -2.14
N 0.97 0.48 -1.67
C 1.31 1.57 -2.31
C 2.26 1.63 -3.43
C 0.59 2.77 -1.84
C 0.79 4.02 -2.38
C 0.03 5.09 -1.91
C -0.90 4.87 -0.91
C -1.05 3.58 -0.41
N -0.32 2.55 -0.86
H 1.89 -5.44 0.56
H 0.49 -4.35 0.48
H 0.78 -5.56 -0.80
H 2.61 -3.15 -0.19
H 2.90 -4.37 -1.45
H 0.70 -3.60 -2.47
H 2.79 0.69 -3.59
H 1.72 1.89 -4.35
H 2.99 2.43 -3.25
H 1.52 4.18 -3.17
H 0.17 6.08 -2.32
H -1.52 5.67 -0.52
H -1.79 3.38 0.36
O -0.25 0.05 1.97
B 0.74 -0.79 1.26
O 1.31 -1.66 2.08
C 0.71 -1.48 3.35
C 0.98 -2.17 4.51
C 0.22 -1.80 5.62
C -0.74 -0.79 5.56
C -1.00 -0.10 4.38
C -0.25 -0.48 3.31
H 1.73 -2.94 4.55
H 0.39 -2.31 6.56
H -1.30 -0.54 6.45
H -1.75 0.68 4.33
```

Molecular weight, g/mol: 521.2
Orbital gap, eV: 6.0626
ΔE to the lowest compared entry with this formula, charge and spin, kcal/mol: 0.00
Lowest unoccupied orbital energy, eV: -11.5
Charge: +3



No. 5
The following is a quantum chemistry calculation of C16H17BrINS2SbSe5SiTc as an isolated structure, from the Open Molecules 2025 dataset.

Structure (XYZ):
```
46
Properties=species:S:1:pos:R:3
Tc -0.21 0.14 -0.30
Se 4.67 -1.46 -1.26
Sb 2.63 -0.42 -1.63
Se 1.69 0.94 0.62
Se 0.55 -1.82 -1.54
Se 1.90 1.35 -3.38
S -2.06 1.23 0.59
C -2.08 -0.28 1.46
N -0.99 -1.00 1.22
C -1.03 -2.25 1.81
C -0.04 -3.23 1.80
C -0.30 -4.41 2.47
C -1.50 -4.61 3.15
C -2.48 -3.64 3.19
C -2.23 -2.46 2.51
S -3.26 -1.05 2.39
H 0.89 -3.06 1.29
H 0.45 -5.19 2.48
H -1.67 -5.55 3.67
H -3.41 -3.79 3.73
C -2.74 3.49 -1.95
Si -1.20 3.71 -2.95
C -1.33 3.42 -4.77
C 0.07 4.90 -2.32
Se -0.16 1.52 -2.31
H -3.44 4.30 -2.18
H -2.53 3.54 -0.88
H -3.24 2.55 -2.20
H -2.34 3.62 -5.11
H -1.11 2.38 -5.03
H -0.65 4.07 -5.33
H -0.41 5.76 -1.87
H 0.73 5.26 -3.11
H 0.68 4.44 -1.54
Br -1.97 -4.15 -0.89
C -2.73 -3.93 -2.61
C -2.79 -5.03 -3.44
C -3.34 -4.91 -4.71
C -3.84 -3.69 -5.14
C -3.78 -2.58 -4.31
C -3.23 -2.70 -3.04
I -3.20 -1.00 -1.83
H -2.40 -5.98 -3.10
H -3.39 -5.78 -5.35
H -4.28 -3.60 -6.12
H -4.17 -1.63 -4.64
```

Molecular weight, g/mol: 1136.9
Orbital gap, eV: 4.8105
ΔE to the lowest compared entry with this formula, charge and spin, kcal/mol: 8.45
Lowest unoccupied orbital energy, eV: -9.0
Charge: +2



No. 6
The following is a quantum chemistry calculation of C16H17F3LaN2O4S2 as an isolated structure, from the Open Molecules 2025 dataset.

Structure (XYZ):
```
45
Properties=species:S:1:pos:R:3
La 0.82 -0.39 -0.05
S 0.94 -4.42 -2.67
C -0.64 -4.40 -2.05
C -0.89 -3.31 -1.27
C 0.20 -2.42 -1.14
C 1.29 -2.92 -1.85
C 2.59 -2.28 -1.93
C 3.67 -2.85 -2.62
C 4.88 -2.19 -2.68
C 5.01 -0.97 -2.02
C 3.92 -0.47 -1.34
N 2.74 -1.09 -1.30
H -1.32 -5.19 -2.31
H -1.85 -3.16 -0.79
H 3.54 -3.80 -3.11
H 5.71 -2.61 -3.22
H 5.94 -0.43 -2.04
H 3.99 0.47 -0.80
O -0.45 1.49 -0.31
C -1.63 1.82 -0.05
C -2.24 3.00 -0.75
C -2.52 4.17 0.20
C -3.77 4.01 1.06
C -3.73 2.81 2.00
C -3.69 1.47 1.24
N -2.35 1.13 0.83
H -3.17 2.69 -1.24
H -1.53 3.31 -1.52
H -2.64 5.06 -0.41
H -1.64 4.33 0.83
H -4.64 3.93 0.41
H -3.89 4.91 1.66
H -4.62 2.82 2.63
H -2.86 2.86 2.65
H -4.33 1.54 0.35
H -4.07 0.67 1.87
H -1.87 0.38 1.34
F 1.49 -2.91 3.33
C 2.22 -2.07 2.62
F 2.09 -2.45 1.30
F 3.49 -2.20 2.93
S 1.57 -0.31 2.64
O 1.66 0.27 3.92
O 2.37 0.27 1.55
O 0.21 -0.56 2.11
```

Molecular weight, g/mol: 561.4
Orbital gap, eV: 8.0205
ΔE to the lowest compared entry with this formula, charge and spin, kcal/mol: 23.06
Lowest unoccupied orbital energy, eV: -2.9
Charge: +1



No. 7
The following is a quantum chemistry calculation of one molecule with the formula C16H17FN2O, from the Open Molecules 2025 dataset.

Structure (XYZ):
```
37
Properties=species:S:1:pos:R:3
C -0.20 -1.91 -3.48
C 0.52 -0.97 -3.16
C 1.24 0.29 -2.79
N 1.29 0.72 -1.38
C 0.62 2.04 -1.06
C 0.56 2.29 0.41
C 0.24 1.06 1.36
N -1.15 0.76 1.04
C -1.62 -0.27 0.16
C -3.06 -0.71 0.78
C -3.46 0.53 1.61
C -2.14 1.15 1.96
O -1.93 2.04 2.87
C 1.16 -0.12 0.94
C 1.44 -1.18 1.88
C 2.31 -2.22 1.49
F 2.80 -3.10 2.39
C 2.76 -2.34 0.14
C 2.52 -1.22 -0.74
C 1.76 -0.12 -0.38
H -0.89 -2.71 -3.68
H 0.72 1.21 -3.26
H 2.21 0.19 -3.21
H -0.47 2.04 -1.29
H 0.98 2.91 -1.61
H -0.25 3.04 0.58
H 1.53 2.76 0.70
H 0.42 1.28 2.37
H -1.81 0.18 -0.80
H -0.88 -1.06 0.20
H -2.99 -1.57 1.39
H -3.86 -0.99 0.05
H -4.09 1.31 1.02
H -3.80 0.17 2.49
H 1.08 -1.07 2.89
H 3.36 -3.23 -0.20
H 3.08 -1.19 -1.69
```

Molecular weight, g/mol: 272.3
Orbital gap, eV: 8.4866
Lowest unoccupied orbital energy, eV: 0.6
SMILES: C#CCN1CC[C@@H](N2CCCC2=O)c2cc(F)ccc21



No. 8
The following is a quantum chemistry calculation of a 2-piece molecular cluster, C16H17N overall, from the Open Molecules 2025 dataset.

Structure (XYZ):
```
34
Properties=species:S:1:pos:R:3
C 0.90 -2.51 -3.27
C 0.03 -2.74 -2.06
C 0.60 -3.26 -0.95
N -0.31 -3.14 0.16
C -1.42 -2.56 -0.32
C -2.59 -2.10 0.40
C -3.35 -1.21 -0.30
C -3.12 -0.76 -1.62
C -2.07 -1.29 -2.29
C -1.22 -2.21 -1.66
H 0.20 -2.37 -4.12
H 1.58 -3.31 -3.55
H 1.45 -1.55 -3.34
H 1.51 -3.81 -0.76
H -0.15 -3.41 1.12
H -2.71 -2.53 1.38
H -4.10 -0.76 0.32
H -3.81 -0.05 -2.03
H -1.76 -1.06 -3.30
C 2.28 1.49 3.33
C 1.65 2.40 2.30
C 2.33 2.61 1.11
C 1.80 3.41 0.13
C 0.51 3.91 0.30
C -0.24 3.61 1.45
C 0.44 3.03 2.53
H 1.56 1.04 4.01
H 3.20 1.93 3.68
H 2.74 0.61 2.84
H 3.23 2.00 0.97
H 2.22 3.49 -0.90
H -0.01 4.41 -0.51
H -1.30 3.73 1.46
H -0.05 2.93 3.48
```

Molecular weight, g/mol: 223.3
Orbital gap, eV: 8.6716
ΔE to the lowest compared entry with this formula, charge and spin, kcal/mol: 33.38
Lowest unoccupied orbital energy, eV: 0.7
SMILES: Cc1c[nH]c2ccccc12.Cc1ccccc1



No. 9
The following is a quantum chemistry calculation of a 2-piece molecular cluster, C16H17N overall, from the Open Molecules 2025 dataset.

Structure (XYZ):
```
34
Properties=species:S:1:pos:R:3
C 0.79 -1.45 2.81
C 0.46 -0.29 1.94
C -0.72 0.35 1.78
N -0.57 1.50 1.02
C 0.74 1.53 0.59
C 1.32 2.47 -0.26
C 2.66 2.29 -0.56
C 3.37 1.22 -0.02
C 2.77 0.28 0.80
C 1.43 0.44 1.14
H 1.82 -1.79 2.77
H 0.16 -2.31 2.58
H 0.58 -1.27 3.86
H -1.60 0.22 2.37
H -1.34 2.04 0.68
H 0.77 3.33 -0.60
H 3.18 2.96 -1.24
H 4.43 1.10 -0.20
H 3.38 -0.53 1.19
C -0.05 -2.42 -1.31
C -1.09 -1.31 -1.27
C -2.39 -1.55 -0.84
C -3.31 -0.52 -0.87
C -2.96 0.72 -1.39
C -1.70 0.92 -1.93
C -0.76 -0.11 -1.89
H -0.09 -3.02 -0.40
H 0.93 -1.98 -1.42
H -0.21 -3.08 -2.17
H -2.73 -2.52 -0.50
H -4.32 -0.63 -0.48
H -3.72 1.48 -1.52
H -1.50 1.86 -2.43
H 0.25 0.06 -2.23
```

Molecular weight, g/mol: 223.3
Orbital gap, eV: 8.6163
ΔE to the lowest compared entry with this formula, charge and spin, kcal/mol: 3.01
Lowest unoccupied orbital energy, eV: 0.9
SMILES: Cc1c[nH]c2ccccc12.Cc1ccccc1



No. 10
The following is a quantum chemistry calculation of a 2-piece molecular cluster, C16H17N overall, from the Open Molecules 2025 dataset.

Structure (XYZ):
```
34
Properties=species:S:1:pos:R:3
C -2.15 3.20 -0.70
C -1.24 2.19 -1.24
C 0.01 2.67 -1.25
N 0.75 1.65 -1.95
C -0.18 0.63 -2.39
C 0.08 -0.55 -2.99
C -1.12 -1.37 -3.19
C -2.35 -1.08 -2.75
C -2.56 0.15 -2.07
C -1.46 0.91 -1.83
H -2.09 3.29 0.40
H -3.16 3.28 -0.96
H -1.77 4.19 -1.14
H 0.49 3.61 -0.89
H 1.72 1.95 -2.42
H 1.06 -0.88 -3.20
H -1.02 -2.27 -3.74
H -3.09 -1.85 -2.86
H -3.59 0.55 -1.72
C 3.31 -0.62 3.38
C 2.04 -1.16 2.72
C 1.23 -0.20 2.01
C 0.05 -0.68 1.48
C -0.24 -2.05 1.57
C 0.52 -2.97 2.32
C 1.64 -2.45 2.90
H 3.69 0.26 2.91
H 4.12 -1.36 3.33
H 3.02 -0.48 4.48
H 1.53 0.82 1.74
H -0.60 0.02 0.83
H -1.25 -2.39 1.23
H 0.22 -4.00 2.44
H 2.40 -3.01 3.55
```

Molecular weight, g/mol: 223.3
Orbital gap, eV: 8.4383
ΔE to the lowest compared entry with this formula, charge and spin, kcal/mol: 59.60
Lowest unoccupied orbital energy, eV: 0.8
SMILES: Cc1c[nH]c2ccccc12.Cc1ccccc1



No. 11
The following is a quantum chemistry calculation of a 2-piece molecular cluster, C16H17N overall, from the Open Molecules 2025 dataset.

Structure (XYZ):
```
34
Properties=species:S:1:pos:R:3
C 3.92 3.64 1.36
C 3.17 2.61 2.15
C 2.98 2.53 3.49
N 2.13 1.46 3.81
C 1.85 0.80 2.63
C 1.02 -0.31 2.39
C 0.87 -0.68 1.08
C 1.43 0.05 0.01
C 2.22 1.15 0.25
C 2.44 1.50 1.58
H 3.37 4.58 1.33
H 4.05 3.35 0.32
H 4.91 3.77 1.77
H 3.37 3.05 4.35
H 2.29 0.97 4.68
H 0.52 -0.83 3.20
H 0.25 -1.53 0.83
H 1.19 -0.30 -0.99
H 2.68 1.81 -0.48
C -3.30 -3.83 -3.18
C -3.12 -2.47 -2.57
C -3.05 -2.36 -1.18
C -2.84 -1.12 -0.61
C -2.67 0.02 -1.39
C -2.68 -0.10 -2.76
C -2.92 -1.34 -3.34
H -2.44 -4.46 -2.92
H -3.35 -3.80 -4.27
H -4.20 -4.31 -2.79
H -3.22 -3.23 -0.55
H -2.86 -0.96 0.47
H -2.50 0.97 -0.89
H -2.49 0.78 -3.36
H -2.99 -1.40 -4.42
```

Molecular weight, g/mol: 223.3
Orbital gap, eV: 8.8708
ΔE to the lowest compared entry with this formula, charge and spin, kcal/mol: 6.48
Lowest unoccupied orbital energy, eV: 1.0
SMILES: Cc1c[nH]c2ccccc12.Cc1ccccc1



No. 12
The following is a quantum chemistry calculation of one molecule with the formula C16H17N2O2PS, from the Open Molecules 2025 dataset.

Structure (XYZ):
```
39
Properties=species:S:1:pos:R:3
C 4.74 2.66 -0.37
O 4.41 1.56 -1.19
C 3.15 0.99 -0.93
C 1.96 1.86 -1.35
N 0.70 1.18 -1.20
P 0.11 1.00 0.36
O 0.23 2.22 1.15
C 0.80 -0.49 1.15
C 0.67 -1.74 0.57
C 1.23 -2.84 1.18
C 1.92 -2.69 2.38
C 2.04 -1.45 2.97
C 1.48 -0.34 2.35
C -1.59 0.51 -0.02
N -1.91 -0.37 -0.89
C -3.26 -0.57 -0.95
C -3.92 -1.45 -1.79
C -5.29 -1.53 -1.72
C -6.02 -0.75 -0.82
C -5.38 0.14 0.02
C -4.00 0.22 -0.04
S -2.91 1.22 0.88
H 5.79 2.87 -0.56
H 4.61 2.41 0.69
H 4.14 3.54 -0.60
H 3.14 0.05 -1.49
H 3.05 0.76 0.14
H 2.08 2.17 -2.40
H 1.90 2.75 -0.72
H 0.60 0.35 -1.78
H 0.12 -1.84 -0.36
H 1.14 -3.82 0.73
H 2.36 -3.56 2.86
H 2.57 -1.34 3.90
H 1.55 0.65 2.79
H -3.35 -2.05 -2.49
H -5.83 -2.21 -2.37
H -7.09 -0.83 -0.79
H -5.93 0.75 0.72
```

Molecular weight, g/mol: 332.4
Orbital gap, eV: 9.1858
Lowest unoccupied orbital energy, eV: 0.2
SMILES: COCCN[P@](=O)(c1ccccc1)c1nc2ccccc2s1